# 1
C15H13Cl32F5InO8S3 as an isolated structure at a distorted geometry, computed with ωB97M-V/def2-TZVPD.

```
77
Properties=species:S:1:pos:R:3
O 0.1988 -3.6426 -0.5029
S 0.2772 -3.7215 0.9322
O 0.9148 -4.9477 1.3481
C 1.1650 -2.3770 1.6574
In 2.2753 -1.0955 0.1918
O 3.8470 -2.1760 -0.5864
C 1.0732 -0.3515 -1.5224
C -0.4545 -0.5204 -1.4025
C -1.0756 -0.0487 -0.0832
C -0.9485 1.4750 0.2209
S -1.7814 1.8341 1.7863
O -3.1630 2.1663 1.5344
O -1.0941 2.8518 2.4794
O -1.8223 0.5176 2.7203
S 3.3331 0.8719 1.4325
O 2.4158 2.0020 1.5051
O 3.7025 0.4129 2.7654
C 4.9797 1.4116 0.6547
F 5.5330 0.4095 -0.0256
F 5.8067 1.8077 1.6196
C 4.7875 2.5896 -0.3270
F 3.8366 2.3441 -1.2033
F 4.5074 3.6738 0.3497
F 5.9103 2.8591 -1.0442
H -0.9600 -3.7437 1.5322
H 1.8806 -2.8180 2.3520
H 0.5206 -1.7388 2.2806
H 3.9226 -2.0007 -1.5336
H 1.3858 0.6783 -1.7281
H 1.4043 -0.9329 -2.3965
H -0.9113 0.1045 -2.1967
H -0.7353 -1.5461 -1.6587
H -2.1593 -0.2453 -0.1647
H -0.7360 -0.6060 0.7953
H -1.5168 2.0377 -0.5243
H 0.0997 1.7948 0.2199
H -2.7602 0.3459 2.9130
C -0.9813 -7.1969 -1.5991
Cl 0.7758 -7.1413 -1.4590
Cl -1.6944 -7.4315 0.0046
Cl -1.5679 -5.6791 -2.2839
Cl -1.4507 -8.5451 -2.6541
C 0.9294 3.4190 -3.7568
Cl -0.1151 2.6061 -2.5847
Cl 1.8863 2.2122 -4.6250
Cl -0.0730 4.3153 -4.9085
Cl 2.0090 4.5328 -2.9106
C -6.1366 4.0120 3.2555
Cl -4.6386 4.5620 4.0074
Cl -7.5063 4.8904 3.9651
Cl -6.0742 4.3180 1.5148
Cl -6.3423 2.2750 3.5378
C 4.7611 -4.7556 1.9650
Cl 6.5070 -5.0142 2.1546
Cl 4.3761 -3.0742 2.3705
Cl 4.2936 -5.1083 0.3067
Cl 3.8860 -5.8349 3.0645
C 7.7503 5.8612 1.3339
Cl 9.5229 5.8161 1.3930
Cl 7.1070 5.7974 2.9804
Cl 7.2294 7.3663 0.5571
Cl 7.1487 4.4848 0.4127
C -2.3680 1.4306 -6.6188
Cl -2.0270 0.6589 -5.0666
Cl -3.7843 0.6699 -7.3601
Cl -2.6867 3.1515 -6.3647
Cl -0.9709 1.2452 -7.6876
C -9.2085 6.7324 -0.5534
Cl -8.9193 5.9760 1.0147
Cl -10.6205 5.9888 -1.3198
Cl -9.5036 8.4637 -0.3313
Cl -7.7904 6.5048 -1.5857
C -3.4759 -9.4372 3.0884
Cl -3.5388 -10.5954 1.7536
Cl -3.5429 -7.7936 2.4428
Cl -4.8539 -9.7042 4.1676
Cl -1.9706 -9.6550 3.9881
```

Results
- charge = -1
- lowest unoccupied orbital energy (eV) = 1.347
- maximum force (eV/Å) = 2.1
- HOMO (hartree) = -0.235
- E_tot (a.u.) = -17791.368931
- orbital gap (Ha) = 0.285

# 2
C15H13Cl3N4O8V as an isolated structure at a distorted geometry, computed with ωB97M-V/def2-TZVPD.

```
44
Properties=species:S:1:pos:R:3
V 0.2450 -0.1482 -0.0344
O 4.2419 0.0571 -0.8167
C 3.0955 0.4554 -0.7538
O 2.1531 -0.3630 -0.2322
C 2.6743 1.8911 -1.0077
C 3.6002 2.9094 -0.8358
C 3.0702 4.1889 -0.7460
C 1.7437 4.4860 -0.6120
C 0.8514 3.4492 -0.6332
C 1.2542 2.1301 -0.9539
O 0.3496 1.2767 -1.4225
N -0.5439 3.6572 -0.6448
O -1.2718 2.7840 -0.0353
O -1.0989 4.6585 -1.1932
N 3.9279 5.2820 -0.5996
O 5.1246 5.0716 -0.2329
O 3.5093 6.4408 -1.0062
H 4.6861 2.7350 -0.8415
H 1.4694 5.5238 -0.4303
Cl -5.3996 -1.2519 4.3018
C -3.9657 -1.0190 3.5546
C -3.9004 -0.7479 2.1229
C -2.6311 -0.3302 1.6451
Cl -2.6629 0.2922 0.0327
C -1.4322 -0.5290 2.3022
O -0.2425 -0.3661 1.8312
C -1.5292 -1.0701 3.6339
Cl -0.1947 -1.4368 4.5443
C -2.7618 -1.2061 4.2526
H -4.7750 -0.5994 1.4983
H -2.7922 -1.5435 5.2824
N -0.1478 -4.6947 -2.6942
C -1.1006 -4.2080 -1.6242
C -0.9943 -2.6893 -1.4688
N 0.0695 -2.2079 -0.5544
H -0.2459 -5.7234 -2.7410
H 0.8133 -4.3651 -2.4525
H -0.3990 -4.2815 -3.6206
H -0.9504 -4.6262 -0.6317
H -2.0946 -4.4429 -2.0276
H -1.9813 -2.3188 -1.1147
H -0.9539 -2.2064 -2.4656
H 1.0709 -2.1468 -0.8792
H 0.1197 -2.7665 0.3044
```

Results
- charge = +1
- lowest unoccupied orbital energy (alpha / beta) (eV) = -4.651 / -4.648
- maximum force (eV/Å) = 6.1
- relative energy (zero: lowest compared OMol25 entry of this formula, charge and spin) (eV) = 0.000
- HOMO (alpha / beta) (hartree) = -0.394 / -0.396
- E_tot (a.u.) = -3724.495773
- <S²> = 2.0155
- spin multiplicity = 3
- orbital gap (alpha / beta) (Ha) = 0.223 / 0.225

# 3
C15H13Cl7EuN7S2 as an isolated structure at a distorted geometry, computed with ωB97M-V/def2-TZVPD.

```
45
Properties=species:S:1:pos:R:3
Eu 0.9200 -0.9924 0.2696
C -3.2750 3.1867 -0.0803
N -2.9742 1.8793 0.4482
C -4.0294 0.9103 0.5630
C -1.6864 1.4498 0.4527
N -1.3258 0.1886 0.6464
N -0.7112 2.4549 0.3724
C 0.6596 2.4206 0.4635
N 1.2788 3.5895 0.2485
N 1.3806 1.3530 0.6814
H -4.3286 3.2508 -0.3489
H -2.6986 3.3180 -1.0181
H -3.0678 3.9785 0.6239
H -5.0285 1.4014 0.3888
H -4.0764 0.4181 1.5390
H -3.8759 0.0797 -0.1641
H -2.1763 -0.3607 0.8385
H -1.1026 3.3946 0.3067
H 0.7961 4.3889 -0.0987
H 2.2786 3.6439 0.1741
H 2.4214 1.5046 0.6181
Cl 0.6886 -0.7909 3.7179
C 2.1272 -1.8798 3.7101
Cl 3.2279 -1.5251 2.3440
H 1.7115 -2.8707 3.6286
H 2.6940 -1.7337 4.6382
S -1.0551 -2.6946 -0.8262
C -1.3778 -3.0973 0.8277
C -2.6528 -2.6166 1.2444
N -3.6578 -2.1677 1.6121
C -0.3835 -3.6735 1.6835
S 1.2268 -3.8964 1.2801
C -0.6677 -4.1028 3.0148
N -0.7699 -4.4632 4.1362
Cl -0.2574 0.8774 -2.7514
C 1.2900 0.1391 -3.0143
C 1.9871 -0.5806 -1.9740
C 3.2039 -1.2686 -2.1088
Cl 4.0277 -2.0998 -0.8064
C 3.7445 -1.2690 -3.4016
Cl 5.2035 -2.1447 -3.6960
C 3.1556 -0.4921 -4.4314
Cl 3.9280 -0.4738 -5.9307
C 1.9462 0.2192 -4.2441
Cl 1.2810 1.1469 -5.5777
```

Results
- charge = 0
- lowest unoccupied orbital energy (alpha / beta) (eV) = -1.710 / -0.541
- maximum force (eV/Å) = 3.8
- HOMO (alpha / beta) (hartree) = -0.256 / -0.259
- E_tot (a.u.) = -5690.737505
- <S²> = 12.1771
- spin multiplicity = 7
- orbital gap (alpha / beta) (Ha) = 0.193 / 0.240

# 4
C15H13ClHfN2O2 as an isolated structure at a distorted geometry, computed with ωB97M-V/def2-TZVPD.

```
34
Properties=species:S:1:pos:R:3
Cl 0.5914 1.8287 1.9624
C 1.9113 2.5793 -1.9644
C 1.8350 1.3131 -2.6427
C 2.4864 0.3287 -1.8001
H 1.5971 1.1975 -3.6964
C 2.9489 0.9963 -0.6115
C 2.5904 2.3776 -0.7267
H 2.8801 3.1461 -0.0043
H 1.5604 3.5346 -2.3592
H 2.6898 -0.7147 -2.0479
C 3.7566 0.3824 0.4862
Hf 0.5271 1.0054 -0.7382
C -0.3634 0.0641 -2.6256
C -0.9732 2.6533 -0.9914
O -0.8389 -0.4565 -3.5481
O -1.8342 3.4310 -1.0273
H 3.5210 -0.6810 0.5958
H 3.5490 0.8768 1.4400
H 4.8326 0.4664 0.2825
N -3.4345 -0.7666 0.0029
C -2.5122 -0.0296 -0.6238
N -1.3151 -0.2210 -0.0580
C -1.4826 -1.1325 1.0034
C -0.5702 -1.6973 1.9004
C -1.0704 -2.6273 2.8205
C -2.4306 -2.9796 2.8390
C -3.3413 -2.4043 1.9378
C -2.8324 -1.4828 1.0361
H -4.4304 -0.8049 -0.2406
H -2.7218 0.6256 -1.4652
H 0.4678 -1.3656 1.8493
H -0.4019 -3.0909 3.5383
H -2.7822 -3.7108 3.5664
H -4.4095 -2.6415 1.9105
```

Results
- charge = +2
- lowest unoccupied orbital energy (eV) = -10.009
- maximum force (eV/Å) = 7.1
- relative energy (zero: lowest compared OMol25 entry of this formula, charge and spin) (eV) = 0.000
- HOMO (hartree) = -0.560
- E_tot (a.u.) = -1347.067835
- orbital gap (Ha) = 0.192

# 5
C15H13F13N4O in the gas phase at a distorted geometry, computed with ωB97M-V/def2-TZVPD.

```
46
Properties=species:S:1:pos:R:3
C -6.6257 -1.7999 1.5024
C -6.3481 -1.5333 0.0249
N -5.2571 -0.6113 -0.1440
N -5.5124 0.7050 -0.1789
C -4.3553 1.3163 -0.2919
C -4.2496 2.7947 -0.3676
C -3.2994 0.3595 -0.3305
C -1.9119 0.6629 -0.4498
N -1.0313 -0.2664 -0.4922
N 0.3055 0.0067 -0.5983
C 0.9386 1.1889 -0.6414
O 0.4842 2.3033 -0.6054
C 2.5026 0.9967 -0.7197
F 3.0674 2.0224 -1.3750
F 2.8312 -0.1321 -1.4024
C 3.0996 0.8785 0.7099
F 2.7143 -0.3118 1.2224
F 2.5699 1.8223 1.5052
C 4.6523 0.9983 0.8284
F 5.0320 2.2368 0.4831
F 4.9780 0.8322 2.1243
C 5.4578 -0.0254 -0.0315
F 5.4484 0.3712 -1.3137
F 4.8823 -1.2387 0.0165
C 6.9336 -0.1726 0.4561
F 6.9585 -0.9544 1.5470
F 7.4463 1.0182 0.8001
C 7.8508 -0.8078 -0.6373
F 7.2805 -1.8748 -1.1846
F 9.0020 -1.1868 -0.0988
F 8.1124 0.0674 -1.5988
C -3.9442 -0.8787 -0.2268
C -3.3823 -2.2491 -0.2208
H -5.7614 -2.2508 1.9841
H -7.4723 -2.4728 1.6046
H -6.8563 -0.8658 2.0076
H -7.2247 -1.0742 -0.4372
H -6.1104 -2.4638 -0.4958
H -3.6379 3.1752 0.4490
H -5.2429 3.2290 -0.3036
H -3.7870 3.0955 -1.3065
H -1.6665 1.7203 -0.5009
H 0.8424 -0.8518 -0.6475
H -3.7702 -2.8264 -1.0604
H -2.3028 -2.1802 -0.3032
H -3.6410 -2.7723 0.6988
```

Results
- charge = 0
- lowest unoccupied orbital energy (eV) = 0.455
- maximum force (eV/Å) = 1.2
- relative energy (zero: lowest compared OMol25 entry of this formula, charge and spin) (eV) = 0.000
- HOMO (hartree) = -0.313
- E_tot (a.u.) = -2171.920309
- SMILES string = CCn1nc(C)c(/C=N/NC(=O)C(F)(F)C(F)(F)C(F)(F)C(F)(F)C(F)(F)C(F)(F)F)c1C
- orbital gap (Ha) = 0.330

# 6
C15H13F3N2O2 in the gas phase, computed with ωB97M-V/def2-TZVPD.

```
35
Properties=species:S:1:pos:R:3
C 2.6547 -3.8625 -1.4272
N 2.1702 -2.5073 -1.3065
C 3.0714 -1.5696 -0.6833
C 0.8958 -2.2239 -1.6653
O 0.1149 -3.0702 -2.0593
C 0.5122 -0.7874 -1.5827
C -0.4515 -0.1830 -0.8232
C -0.4455 1.1978 -1.1585
C -1.2625 2.2530 -0.5786
O -1.4194 3.3490 -1.0699
C -1.9453 1.8566 0.7029
C -3.3312 1.7559 0.7151
C -4.0009 1.3667 1.8610
C -3.2925 1.0841 3.0171
C -1.9148 1.2035 3.0293
C -1.2406 1.5903 1.8769
C 0.2558 1.7214 1.9417
F 0.8960 0.5679 1.6344
F 0.7645 2.6477 1.1188
F 0.6840 2.0439 3.1736
C 0.5159 1.3669 -2.1390
N 1.0946 0.1745 -2.3686
H 1.8853 -4.4538 -1.9195
H 3.5706 -3.8810 -2.0215
H 2.8606 -4.2880 -0.4424
H 3.5565 -2.0510 0.1678
H 3.8500 -1.2483 -1.3826
H 2.5301 -0.6999 -0.3180
H -1.0885 -0.6680 -0.1114
H -3.8743 1.9822 -0.1897
H -5.0773 1.2868 1.8525
H -3.8105 0.7792 3.9131
H -1.3575 1.0048 3.9321
H 0.8133 2.2655 -2.6405
H 1.8161 -0.0039 -3.0487
```

Results
- charge = 0
- lowest unoccupied orbital energy (eV) = 0.469
- maximum force (eV/Å) = 0.7
- relative energy (zero: lowest compared OMol25 entry of this formula, charge and spin) (eV) = 0.000
- HOMO (hartree) = -0.323
- E_tot (a.u.) = -1139.020600
- SMILES string = CN(C)C(=O)c1cc(C(=O)c2ccccc2C(F)(F)F)c[nH]1
- orbital gap (Ha) = 0.340